1.
{"formula": "C10H14BHfN7O2", "method": "ωB97M-V/def2-TZVPD", "symbols": ["H", "N", "B", "N", "C", "Hf", "H", "C", "H", "C", "H", "C", "H", "H", "H", "N", "N", "N", "N", "C", "C", "H", "H", "C", "C", "C", "C", "H", "H", "H", "H", "H", "O", "N", "O"], "coordinates": [[1.937, 3.947, -0.210], [1.368, 2.118, -1.276], [0.206, 0.465, -2.940], [0.658, 1.904, -2.444], [0.625, 3.068, -3.129], [2.838, 1.089, -0.227], [0.282, 3.099, -4.165], [1.130, 4.076, -2.313], [1.182, 5.129, -2.543], [1.566, 3.488, -1.132], [0.262, 0.503, -4.156], [-2.192, -2.717, 1.622], [-1.565, -3.339, 2.268], [-1.661, -1.787, 1.401], [-2.369, -3.235, 0.675], [-1.350, 0.055, -2.678], [1.302, -0.589, -2.497], [-1.883, -0.103, -1.419], [2.025, -0.457, -1.335], [-2.347, -0.183, -3.601], [1.785, -1.656, -3.164], [-2.204, -0.133, -4.681], [1.510, -1.827, -4.206], [-3.514, -0.483, -2.901], [2.667, -2.339, -2.332], [-3.175, -0.414, -1.530], [2.785, -1.610, -1.155], [-4.477, -0.731, -3.292], [3.196, -3.250, -2.564], [-3.824, -0.585, -0.669], [3.290, -1.861, -0.218], [-3.099, -2.526, 2.101], [1.306, 0.460, 1.205], [1.944, 0.873, 2.224], [3.121, 1.376, 1.870]], "nbo_charge": [0.27, -0.52, 0.55, -0.26, 0.13, 2.59, 0.29, -0.26, 0.29, -0.06, -0.01, -0.85, 0.21, 0.20, 0.21, -0.38, -0.26, -0.32, -0.53, -0.04, 0.12, 0.23, 0.29, -0.32, -0.26, -0.02, -0.06, 0.25, 0.29, 0.23, 0.27, 0.22, -0.41, 0.52, -0.60], "spin_multiplicity": 1, "e_above_lowest_kcal_mol": 14.6, "charge": 2, "lumo_energy_ev": -10.11}

---

2.
{"formula": "C10H14BMnN7O2", "method": "ωB97M-V/def2-TZVPD", "symbols": ["H", "N", "B", "N", "C", "Mn", "H", "C", "H", "C", "H", "C", "H", "H", "H", "N", "N", "N", "N", "C", "C", "H", "H", "C", "C", "C", "C", "H", "H", "H", "H", "H", "O", "N", "O"], "coordinates": [[1.410, 3.601, -0.198], [0.979, 1.979, -1.501], [0.379, 0.535, -3.526], [0.778, 1.889, -2.874], [0.964, 3.101, -3.424], [1.056, 0.465, -0.286], [0.885, 3.231, -4.495], [1.263, 4.011, -2.412], [1.463, 5.060, -2.517], [1.254, 3.280, -1.212], [0.346, 0.611, -4.716], [-1.996, -2.640, 2.485], [-1.415, -3.368, 3.058], [-1.437, -2.350, 1.590], [-2.944, -3.097, 2.190], [-1.024, 0.139, -2.960], [1.372, -0.567, -3.044], [-1.181, 0.023, -1.593], [1.624, -0.765, -1.691], [-2.185, -0.170, -3.582], [2.041, -1.494, -3.749], [-2.253, -0.140, -4.659], [1.989, -1.486, -4.830], [-3.122, -0.494, -2.596], [2.721, -2.327, -2.862], [-2.440, -0.355, -1.367], [2.432, -1.848, -1.578], [-4.144, -0.789, -2.740], [3.340, -3.168, -3.111], [-2.828, -0.516, -0.366], [2.738, -2.213, -0.606], [-2.182, -1.773, 3.083], [1.885, 0.407, 3.249], [1.639, 0.303, 2.062], [0.796, 1.192, 1.528]], "lowdin_spin": [0.00, -0.02, 0.01, 0.01, 0.01, 2.36, 0.00, 0.01, 0.00, 0.01, 0.00, 0.00, 0.00, 0.00, 0.00, 0.14, 0.02, 0.19, 0.02, 0.14, 0.02, 0.00, 0.00, 0.43, 0.01, 0.06, 0.02, 0.02, 0.00, 0.00, 0.00, 0.00, -0.07, -0.15, -0.21], "spin_multiplicity": 4, "charge": 2, "lumo_energy_ev": [-10.71, -11.33]}

---

3.
{"formula": "C10H14BrN3O3PtSe4", "method": "ωB97M-V/def2-TZVPD", "symbols": ["Pt", "Se", "Se", "Se", "Se", "Br", "C", "C", "N", "C", "C", "C", "C", "O", "O", "H", "H", "H", "N", "C", "C", "N", "C", "C", "H", "H", "H", "H", "H", "H", "H", "H", "H", "H", "H", "O"], "coordinates": [[0.082, 0.029, 0.130], [-0.593, -1.667, 1.836], [1.091, -3.287, 2.283], [3.069, -3.042, 0.838], [2.795, -1.267, -0.606], [-2.865, 4.363, 0.553], [-3.298, 2.999, -0.718], [-4.391, 3.193, -1.539], [-4.757, 2.290, -2.445], [-4.018, 1.180, -2.527], [-2.902, 0.907, -1.739], [-2.523, 1.860, -0.801], [-2.178, -0.429, -1.971], [-2.679, -1.149, -2.841], [-1.153, -0.758, -1.297], [-4.986, 4.098, -1.463], [-4.311, 0.441, -3.261], [-1.634, 1.692, -0.204], [3.400, 2.310, 2.869], [2.390, 3.063, 1.889], [1.874, 2.126, 0.897], [1.274, 0.968, 1.555], [2.187, 0.213, 2.415], [2.751, 1.109, 3.504], [3.785, 2.929, 3.586], [4.168, 1.978, 2.287], [2.967, 3.874, 1.442], [1.619, 3.470, 2.553], [2.675, 1.760, 0.248], [0.843, 2.312, -0.121], [0.403, 1.159, 2.058], [2.980, -0.201, 1.785], [1.652, -0.630, 2.857], [3.521, 0.601, 4.084], [1.975, 1.489, 4.173], [0.287, 1.785, -0.820]], "nbo_charge": [0.85, -0.51, -0.28, -0.21, -0.62, -0.02, -0.13, -0.02, -0.45, 0.05, -0.17, -0.16, 0.78, -0.71, -0.69, 0.18, 0.21, 0.30, -0.56, -0.26, -0.46, -0.61, -0.31, -0.23, 0.38, 0.41, 0.20, 0.18, 0.20, 0.43, 0.41, 0.26, 0.27, 0.20, 0.19, -1.11], "spin_multiplicity": 1, "e_above_lowest_kcal_mol": 36.5, "charge": -2, "lumo_energy_ev": 3.74}

---

4.
{"formula": "C10H14Cl6N4", "method": "ωB97M-V/def2-TZVPD", "symbols": ["Cl", "C", "Cl", "Cl", "H", "Cl", "C", "Cl", "Cl", "H", "C", "C", "N", "H", "H", "H", "C", "C", "N", "H", "H", "H", "C", "C", "N", "H", "H", "H", "C", "C", "N", "H", "H", "H"], "coordinates": [[-0.718, -3.333, 0.329], [-0.158, -2.680, 1.856], [-1.531, -2.233, 2.870], [0.847, -1.264, 1.525], [0.433, -3.398, 2.403], [-0.985, -2.141, -4.984], [-0.855, -0.784, -6.091], [-1.549, 0.662, -5.353], [-1.608, -1.150, -7.634], [0.197, -0.611, -6.259], [1.363, 2.122, 2.130], [2.637, 1.493, 2.454], [3.680, 1.049, 2.633], [0.986, 1.700, 1.202], [1.595, 3.182, 2.019], [0.636, 2.003, 2.928], [4.325, -0.227, -0.474], [2.941, -0.043, -0.951], [1.865, 0.087, -1.318], [4.472, -1.272, -0.209], [4.512, 0.414, 0.382], [5.000, 0.003, -1.299], [-3.691, 0.922, 3.162], [-2.448, 0.954, 3.908], [-1.493, 0.985, 4.557], [-3.827, -0.055, 2.700], [-3.642, 1.637, 2.344], [-4.522, 1.152, 3.824], [-1.392, -0.173, -1.842], [-1.475, 0.750, -0.713], [-1.538, 1.434, 0.200], [-1.044, -1.117, -1.429], [-0.650, 0.180, -2.551], [-2.366, -0.251, -2.317]], "nbo_charge": [0.02, -0.28, 0.02, 0.02, 0.23, 0.02, -0.29, 0.02, 0.03, 0.23, -0.74, 0.32, -0.39, 0.27, 0.25, 0.28, -0.73, 0.32, -0.39, 0.26, 0.28, 0.25, -0.73, 0.31, -0.35, 0.25, 0.27, 0.25, -0.73, 0.33, -0.39, 0.26, 0.27, 0.25], "spin_multiplicity": 1, "e_above_lowest_kcal_mol": 0.0, "charge": 0, "lumo_energy_ev": 0.43}

---

5.
{"formula": "C10H14ClFeO3PS2Te", "method": "ωB97M-V/def2-TZVPD", "symbols": ["Fe", "S", "C", "C", "C", "C", "C", "C", "S", "H", "H", "H", "H", "C", "C", "O", "P", "O", "Te", "O", "C", "C", "H", "H", "H", "H", "H", "H", "H", "H", "H", "H", "Cl"], "coordinates": [[-1.253, -1.082, 0.680], [-0.730, -1.379, 3.133], [-0.976, 0.230, 3.771], [-0.926, 0.442, 5.160], [-1.063, 1.700, 5.728], [-1.266, 2.804, 4.908], [-1.341, 2.618, 3.534], [-1.210, 1.358, 2.941], [-1.338, 1.243, 1.188], [-0.774, -0.427, 5.789], [-1.010, 1.818, 6.807], [-1.364, 3.799, 5.332], [-1.508, 3.468, 2.881], [0.465, 1.758, -3.233], [0.334, 1.094, -1.875], [-0.715, 0.123, -1.917], [-0.400, -1.456, -1.881], [-1.651, -2.174, -2.158], [1.103, -1.939, -0.072], [0.494, -1.566, -3.278], [1.881, -1.780, -3.407], [2.194, -3.252, -3.613], [1.303, 2.460, -3.221], [-0.447, 2.302, -3.484], [0.640, 1.008, -4.007], [0.079, 1.816, -1.102], [1.278, 0.629, -1.581], [2.416, -1.412, -2.527], [2.213, -1.200, -4.276], [2.018, -3.800, -2.687], [3.236, -3.385, -3.919], [1.540, -3.663, -4.385], [-3.219, -2.156, 0.771]], "lowdin_spin": [3.59, 0.07, 0.01, 0.00, 0.00, 0.00, 0.01, 0.01, 0.08, 0.00, 0.00, 0.00, 0.00, 0.00, 0.00, 0.02, 0.01, 0.02, 0.05, 0.00, 0.00, 0.00, 0.00, 0.00, 0.00, 0.00, 0.00, 0.00, 0.00, 0.00, 0.00, 0.00, 0.12], "spin_multiplicity": 5, "e_above_lowest_kcal_mol": 22.6, "charge": -2, "lumo_energy_ev": [4.49, 4.47]}

---

6.
{"formula": "C10H14K2N3O5", "method": "ωB97M-V/def2-TZVPD", "symbols": ["K", "K", "O", "C", "O", "O", "H", "C", "N", "O", "O", "H", "H", "H", "N", "C", "C", "C", "C", "H", "H", "H", "H", "H", "N", "C", "C", "C", "C", "H", "H", "H", "H", "H"], "coordinates": [[-3.567, -0.376, 3.500], [-5.268, -4.653, 0.113], [-1.357, -2.023, -0.698], [-2.185, -2.358, 0.334], [-2.214, -1.537, 1.298], [-2.753, -3.467, 0.264], [-1.017, -1.178, -0.369], [2.500, 0.226, -1.418], [1.404, 0.904, -0.680], [1.675, 1.901, -0.065], [0.284, 0.407, -0.744], [2.204, 0.200, -2.468], [2.554, -0.809, -1.096], [3.381, 0.844, -1.314], [2.389, -2.687, 1.720], [3.714, -2.609, 2.058], [4.050, -1.286, 2.085], [2.901, -0.531, 1.735], [1.884, -1.425, 1.540], [1.811, -3.498, 1.601], [4.261, -3.505, 2.296], [4.998, -0.854, 2.360], [2.900, 0.542, 1.632], [0.851, -1.288, 1.259], [-1.753, 2.127, -1.246], [-3.087, 1.864, -1.419], [-3.714, 3.040, -1.734], [-2.730, 4.063, -1.722], [-1.524, 3.466, -1.438], [-1.045, 1.488, -0.869], [-3.397, 0.840, -1.275], [-4.752, 3.226, -1.957], [-2.883, 5.113, -1.905], [-0.513, 3.833, -1.377]], "nbo_charge": [1.00, 0.99, -0.71, 0.97, -0.90, -0.86, 0.50, -0.48, 0.56, -0.33, -0.45, 0.24, 0.26, 0.24, -0.51, -0.07, -0.31, -0.32, -0.10, 0.42, 0.22, 0.23, 0.23, 0.22, -0.52, -0.10, -0.30, -0.31, -0.08, 0.43, 0.20, 0.22, 0.22, 0.21], "spin_multiplicity": 1, "charge": 1, "lumo_energy_ev": -3.74}

---

Number 1: largest force on an atom 3.26 eV/A. Number 2: largest force on an atom 4.52 eV/A. Number 3: largest force on an atom 3.13 eV/A. Number 4: largest force on an atom 1.15 eV/A. Number 5: largest force on an atom 2.32 eV/A. Number 6: largest force on an atom 1.00 eV/A.